(1)
80
Properties=species:S:1:pos:R:3:forces:R:3 method="wB97M-V/def2-TZVPD" total_charge=+1 e_lumo_ev=-1.86 gap_ev=11.27 de_lowest_ev=5.138
Ca 0.497 -0.228 -0.019 -0.6 0.3 -0.7
P 2.613 -2.288 0.332 5.0 -1.1 -2.1
F 2.436 -3.768 -0.203 0.0 -0.5 0.1
F 2.223 -1.722 -1.130 -1.7 0.1 -1.2
F 1.053 -2.306 0.743 0.4 0.0 1.0
F 4.165 -2.187 -0.296 -0.8 -0.5 1.2
F 3.251 -2.825 1.720 -1.5 1.2 -0.5
F 2.728 -0.679 0.662 -0.3 -0.3 1.8
O -1.088 -1.207 -4.373 1.5 -2.4 1.2
O 2.821 2.472 2.243 1.6 0.4 1.3
O -3.322 -3.060 0.438 1.5 0.3 0.2
O -0.192 -1.393 -2.224 -1.8 -2.1 -4.0
O -3.097 0.774 -1.473 2.4 1.0 1.2
O -3.364 2.541 -0.024 1.0 -0.9 0.3
O 2.938 1.130 -3.523 1.0 2.2 2.4
O 0.160 -0.353 2.298 2.3 0.3 4.7
O -1.431 -1.675 0.305 -1.6 -0.3 -0.2
O -1.372 1.389 -0.075 -1.3 0.1 -1.1
O 2.488 2.883 -2.059 -0.5 -3.1 0.7
O -0.929 -3.218 -3.483 -0.3 0.7 0.4
O 1.328 0.855 -1.956 1.4 1.4 -0.5
O 1.349 1.731 0.871 -0.6 1.2 -0.8
O 2.072 -0.113 3.680 -3.4 -0.6 -2.0
O -1.361 -3.578 1.381 0.6 1.1 -0.4
O 0.097 -0.895 4.550 1.1 0.5 -0.5
O 1.776 4.018 1.136 2.6 -2.2 2.2
C 0.698 4.531 0.540 -2.5 0.3 -2.8
C 2.218 1.494 -2.476 0.2 3.0 0.4
C -3.074 3.210 1.264 0.8 0.0 0.4
C 2.510 0.042 -4.217 -1.4 -2.8 -2.0
C 0.733 -0.402 3.439 -0.6 -1.3 -1.4
C 1.916 2.684 1.336 0.4 1.4 0.9
C -1.966 -4.699 1.969 -0.6 -0.9 -0.2
C -1.122 0.215 -4.479 -1.4 -0.3 -0.4
C -2.484 1.583 -0.525 -1.9 0.0 1.2
C 3.412 3.790 -2.686 0.0 -0.4 -2.0
C -2.004 -2.677 0.669 -1.1 -0.3 -0.2
C 3.593 3.408 3.057 1.0 -0.7 1.4
C -4.156 -2.328 -0.472 0.7 0.9 -0.1
C -0.659 -1.922 -3.292 0.3 2.4 3.2
C -0.812 -4.185 -2.388 1.6 -0.3 -0.4
C -4.428 0.975 -1.860 -1.8 0.7 -0.3
C 2.655 -0.300 4.954 -0.1 0.4 1.2
C -1.168 -1.596 4.435 -0.1 0.4 -1.6
H -0.913 -5.173 -2.836 -0.5 0.3 -0.3
H -3.772 4.016 1.494 -0.1 0.0 -1.2
H 4.474 3.552 -2.738 -0.1 -1.0 0.3
H -4.781 0.303 -2.642 1.0 -0.6 0.0
H -1.156 -2.101 3.469 -0.1 0.0 0.0
H -3.148 2.636 2.187 -0.3 -1.2 -0.6
H 3.734 -0.193 4.838 -0.2 0.0 -0.2
H 1.090 5.164 -0.256 -0.6 0.4 0.0
H 3.306 -0.495 -4.733 0.4 0.8 -0.1
H 2.042 -0.776 -3.670 -0.1 0.5 0.8
H -0.221 0.819 -4.370 0.1 -0.6 0.4
H 3.159 3.993 3.868 -1.6 0.1 -0.7
H -4.602 1.945 -2.327 0.2 0.3 0.5
H -1.477 -4.097 -1.529 -0.2 0.6 -0.4
H 4.360 4.069 2.652 -0.5 -0.3 -1.3
H 0.223 -4.207 -2.046 0.0 0.5 0.3
H -2.055 3.589 1.345 0.0 0.1 -0.7
H -3.701 -2.293 -1.462 0.0 -0.2 -0.1
H 3.444 4.803 -2.286 -1.0 -0.3 0.7
H 2.268 0.491 5.596 0.2 0.0 0.2
H 0.000 5.052 1.194 0.4 0.2 0.3
H -1.491 0.241 -5.504 0.2 0.8 0.0
H 0.144 3.712 0.080 -0.3 0.1 -0.3
H 2.451 -1.248 5.450 -0.2 -0.1 -0.5
H 3.038 3.849 -3.708 0.4 0.4 -0.2
H -5.140 -2.793 -0.527 0.3 -0.1 0.3
H -1.342 -2.362 5.190 0.7 0.5 0.4
H 1.772 0.430 -4.919 0.1 -0.4 -0.4
H -1.984 -0.873 4.432 0.1 0.0 0.1
H -1.951 0.528 -3.843 0.4 0.5 0.2
H -2.183 -4.446 3.007 -0.1 -0.4 0.0
H 4.155 2.726 3.695 0.2 -0.4 -0.4
H -4.223 -1.293 -0.136 -0.2 0.0 0.1
H -2.860 -4.976 1.410 -0.1 0.0 0.4
H -5.113 0.802 -1.029 0.1 0.4 0.1
H -1.254 -5.518 1.864 0.0 0.1 0.4

=====

(2)
72
Properties=species:S:1:pos:R:3:forces:R:3 method="wB97M-V/def2-TZVPD" total_charge=+1 e_lumo_ev="-2.95 / -9.15" multiplicity=2 gap_ev="8.77 / 2.56"
S 0.684 -4.222 -2.621 1.3 -2.3 -0.5
S 2.241 5.329 -1.573 -0.4 1.1 -0.4
S 0.572 3.047 1.872 1.1 1.7 0.3
O -0.714 -4.424 -3.493 2.4 -1.3 -0.3
O -0.188 -3.734 -1.228 2.3 -1.0 -1.7
O 3.536 4.870 -2.513 -0.9 0.4 0.7
O -0.259 3.654 0.791 1.3 -2.1 3.0
O 4.535 -2.387 0.264 1.2 1.0 -1.3
O -0.178 1.824 2.760 3.1 -1.5 -4.7
O -2.540 0.101 -1.042 -1.1 0.3 -0.4
O 0.519 4.017 3.247 1.3 0.0 -3.0
O 1.528 6.497 -2.123 1.7 -3.4 0.9
O -4.398 -1.110 3.222 -1.3 2.4 -0.6
O 1.950 2.688 1.512 -3.4 0.3 1.1
O 1.438 3.913 -1.941 -2.2 3.0 1.7
O 1.291 -5.569 -2.464 -2.0 4.0 0.0
O 1.527 -3.154 -3.185 -2.4 -1.7 1.7
O 2.623 5.375 -0.178 -0.4 -0.5 -2.1
C -1.710 -3.594 -3.053 -0.8 0.2 0.7
C 2.254 2.886 -2.296 0.3 -1.1 -0.7
C -1.547 -3.571 -1.535 0.0 1.7 -0.4
C 2.819 -0.867 -0.311 1.1 0.7 0.7
C -0.874 0.725 -2.590 -0.1 -0.8 -2.7
C 2.289 -2.007 0.540 -0.4 0.3 0.3
C -2.257 -1.490 2.416 -1.4 0.3 -0.8
C -1.690 1.035 -0.398 0.7 -0.5 0.0
C -0.430 0.978 -1.205 1.0 1.2 1.1
C 4.319 -1.242 -0.555 -1.0 -0.2 -1.2
C -2.991 -2.830 2.630 2.4 -0.3 -0.9
C -0.272 3.492 4.269 -1.2 0.9 1.0
C 3.329 3.589 -3.080 1.1 -2.2 -0.6
C 3.560 -2.400 1.262 0.8 -1.6 0.3
C -3.516 -0.592 2.265 1.5 -0.1 0.1
C -2.352 0.232 -2.514 1.2 0.4 1.0
C -1.022 2.370 3.623 -2.8 0.6 2.9
C -4.139 -2.432 3.477 0.6 -1.7 1.2
H 2.258 -0.533 -1.184 0.1 -0.4 -0.1
H -2.279 -3.523 3.079 -0.4 -0.3 0.2
H -1.523 1.048 0.679 -0.6 -1.3 0.2
H -2.707 -4.000 -3.220 0.2 -0.1 -0.7
H -2.170 -4.305 -1.024 0.1 0.2 0.1
H -4.962 -3.125 3.297 -0.4 0.4 0.2
H 2.545 2.245 -1.463 0.6 0.5 0.5
H -3.290 -3.277 1.683 -0.1 0.2 -0.2
H 1.532 -1.637 1.232 -0.2 -0.2 0.0
H -1.336 1.651 4.380 0.2 -0.3 -0.1
H 3.633 -3.433 1.604 -0.7 -0.1 0.2
H -2.275 1.948 -0.511 -0.2 0.9 -0.5
H -0.997 4.240 4.588 0.1 0.3 -0.1
H -1.942 2.681 3.129 -0.1 0.5 0.0
H 0.321 3.267 5.156 0.3 -0.5 -0.3
H 4.941 -0.358 -0.419 0.4 -0.1 1.0
H 3.946 -1.811 2.094 -0.8 0.7 0.2
H 0.309 0.252 -0.868 -0.4 -0.2 0.4
H 1.885 -2.827 -0.054 0.2 -0.1 0.2
H 4.528 -1.491 -1.595 -0.2 -0.5 0.0
H -3.930 -0.588 1.257 -0.2 -0.4 -0.3
H -2.718 -0.696 -2.952 0.6 -0.3 0.2
H -1.694 -2.514 -1.312 -1.0 -0.1 1.0
H 2.886 -0.034 0.389 -0.3 0.5 -0.2
H 0.019 1.957 -1.037 0.3 0.1 -0.4
H 3.158 3.543 -4.155 -0.7 1.1 0.0
H -1.559 -2.637 -3.551 -0.4 0.4 0.2
H -1.698 -1.174 3.297 0.0 -0.1 0.0
H -1.629 -1.425 1.528 0.2 -0.3 0.0
H -3.230 0.445 2.438 -0.5 0.2 0.6
H -3.811 -2.484 4.515 -0.4 -0.3 0.3
H -0.290 -0.023 -3.127 0.1 -0.4 0.4
H 4.167 2.893 -3.038 0.9 0.8 0.6
H 1.686 2.186 -2.909 -0.1 0.2 -0.5
H -3.039 0.968 -2.932 -0.5 0.4 0.6
H -0.674 1.574 -3.243 -0.9 0.4 0.1

=====

(3)
71
Properties=species:S:1:pos:R:3:forces:R:3 method="wB97M-V/def2-TZVPD" e_lumo_ev=0.46 smiles="O=S1(=O)OCCO1.CCOC(=O)OC.CCOC(=O)OC.CCOC(=O)OC.CCOC(=O)OC" gap_ev=11.06 de_lowest_ev=0.000
S 1.985 -1.632 5.891 -1.1 0.8 -0.3
O -1.531 -4.789 -2.394 -0.8 0.4 0.8
O -2.700 2.494 -4.597 -0.4 0.2 -0.5
O -0.798 3.279 2.775 -0.4 -0.5 -0.9
O 0.931 -2.468 1.099 -0.5 -1.1 0.3
O -2.429 0.261 -4.712 0.0 -0.3 -0.1
O -4.261 1.335 -5.498 -0.7 1.0 -0.3
O 3.472 -2.183 5.752 -0.4 -0.4 0.8
O 0.233 -5.146 -3.736 0.3 0.1 -0.6
O 1.576 -1.361 7.248 1.1 -0.1 -1.3
O 1.101 -2.397 5.069 0.9 0.4 0.3
O 0.427 -4.523 -1.586 -0.2 0.2 0.6
O -0.409 -0.870 0.640 -0.1 -0.1 0.3
O 2.361 -0.262 5.102 -0.8 -0.5 0.8
O 0.326 5.202 2.590 0.4 0.3 -0.2
O -1.334 4.643 1.194 -0.3 -0.4 -1.1
O 1.581 -0.355 1.576 0.1 -0.3 -0.1
C -0.239 -4.830 -2.682 -0.1 -0.4 -0.1
C 4.394 -1.105 5.928 1.3 -0.3 0.1
C 0.787 -1.161 1.152 0.1 0.7 0.1
C -1.342 4.066 -3.456 0.1 0.6 -1.5
C -1.399 2.676 -4.059 -0.3 0.0 2.0
C 1.845 -4.453 -1.652 0.6 0.3 -0.5
C -4.930 0.192 -6.028 0.6 -0.4 0.8
C -1.109 5.827 0.427 -0.7 0.7 0.4
C -2.433 -4.700 -3.489 1.2 -0.1 -1.4
C -0.642 1.082 -0.798 1.2 -1.2 -0.3
C -0.519 4.441 2.199 0.8 0.2 1.2
C -0.316 1.291 3.935 -0.3 -0.5 -0.4
C 2.316 -3.236 -2.421 0.1 0.8 -0.8
C 2.152 -3.003 1.593 1.1 0.8 -0.5
C 3.738 0.126 5.291 -0.7 -0.4 -0.6
C 0.141 2.712 3.681 0.7 -0.1 1.2
C -3.073 1.253 -4.925 0.4 -0.1 0.2
C -0.778 0.490 0.597 -1.4 1.8 -0.3
H -4.640 -0.654 -5.400 0.0 -0.2 -0.5
H 4.714 -0.962 6.963 -0.7 0.0 0.2
H -0.171 5.884 -0.120 0.2 -0.5 0.2
H -2.167 -5.468 -4.220 -0.4 -0.2 0.2
H -1.167 6.677 1.105 0.1 0.1 -0.1
H 2.417 -2.600 2.567 -0.2 0.1 0.1
H 2.896 -2.695 0.854 0.4 -0.1 0.3
H 4.056 0.314 4.267 0.4 0.1 0.2
H -3.460 -4.761 -3.158 0.1 -0.1 0.3
H -1.599 4.783 -4.245 0.3 0.2 0.2
H -2.230 -3.774 -4.036 -0.3 0.2 0.3
H 0.411 1.203 -1.081 0.0 0.9 0.4
H 2.256 -5.348 -2.122 -0.1 -0.1 0.1
H -4.663 0.068 -7.074 0.1 -0.2 0.0
H -1.395 1.215 3.802 -0.1 0.1 0.3
H 2.169 -4.087 1.636 -0.8 0.0 -0.1
H 3.388 -3.193 -2.628 0.1 -0.4 0.5
H -0.616 2.479 -4.788 -0.1 0.0 0.0
H -1.257 1.970 -0.897 0.2 0.1 -0.1
H 1.175 2.687 3.323 -0.3 0.3 -0.6
H -0.390 1.141 1.377 1.1 -0.4 -0.3
H -1.951 5.866 -0.258 0.1 0.0 -0.1
H -0.873 0.324 -1.555 -0.9 0.1 0.2
H -0.023 0.862 4.892 0.0 0.4 0.1
H -1.292 2.064 -3.157 0.2 -0.8 -0.7
H -2.053 4.252 -2.655 0.1 -0.4 0.2
H 2.051 -2.281 -1.963 -0.1 -0.2 0.3
H 0.210 3.338 4.576 -0.4 -0.1 0.1
H 2.140 -4.389 -0.612 0.1 -0.2 0.0
H -6.000 0.345 -5.928 0.0 0.3 0.0
H 1.910 -3.200 -3.436 -0.3 -0.3 0.2
H -1.831 0.633 0.866 -0.2 -1.1 -0.2
H -0.312 4.225 -3.134 -0.1 0.2 0.2
H 5.304 -1.483 5.461 -0.1 0.4 -0.5
H 3.758 1.031 5.892 0.2 -0.1 0.1
H 0.110 0.634 3.178 0.1 0.0 0.1

=====

Values for max |F|, hartree/bohr, ordered as above
0.10845; 0.11385; 0.04531
Values for DFT total energy, a.u., ordered as above
-3680.03492; -3029.99741; -2309.46099